Entry from the Open Molecules 2025 dataset: a 2-piece molecular cluster, BrClFN overall at a distorted geometry (ωB97M-V/def2-TZVPD).

The geometry in XYZ format:
```
4
Properties=species:S:1:pos:R:3
N -0.52448 0.40259 0.10960
F -0.30983 1.26510 -0.89502
Cl 0.12666 -2.22153 -0.58456
Br 0.70765 0.55384 1.36998
```

The calculation puts the energy above the lowest of the compared OMol25 structures with the same formula, charge and spin at 54.0 kcal/mol. The HOMO energy (alpha / beta) comes out at -10.06 / -10.05 eV. The frontier orbital gap (alpha / beta) is 5.98 / 5.98 eV. Its electronic energy is -3188.5985 hartree. The molar mass is 148.362 g mol⁻¹.

---

Entry from the Open Molecules 2025 dataset: BrClFN2O as an isolated structure at a distorted geometry (ωB97M-V/def2-TZVPD).

The geometry in XYZ format:
```
6
Properties=species:S:1:pos:R:3
N -0.30262 1.34376 0.10719
N 0.35828 1.91887 0.77229
O -1.06236 0.79338 -0.62645
F 1.16035 -1.46665 -0.21087
Cl 0.49945 -2.86713 1.16063
Br -0.12793 -3.77732 3.18543
```

The calculation puts the energy above the lowest of the compared OMol25 structures with the same formula, charge and spin at 0.0 kcal/mol. The HOMO energy (alpha / beta) comes out at -4.91 / -4.91 eV. The frontier orbital gap (alpha / beta) is 8.41 / 8.41 eV. The charge is -1. Its electronic energy is -3318.8013 hartree. The molar mass is 178.368 g mol⁻¹.

---

Entry from the Open Molecules 2025 dataset: a 2-piece molecular cluster, BrClH2N2 overall at a distorted geometry (ωB97M-V/def2-TZVPD).

The geometry in XYZ format:
```
6
Properties=species:S:1:pos:R:3
N -0.12802 0.38332 -0.07697
N -0.77663 1.52352 -0.14708
Cl 0.39898 2.79208 0.02386
Br -1.91730 1.59658 2.33393
H 0.77236 0.55758 0.23977
H -0.66953 -0.53320 -0.07210
```

The calculation puts the energy above the lowest of the compared OMol25 structures with the same formula, charge and spin at 29.4 kcal/mol. The HOMO energy (alpha / beta) comes out at -9.83 / -8.77 eV. The frontier orbital gap (alpha / beta) is 8.98 / 6.42 eV. Its electronic energy is -3144.7859 hartree. The molar mass is 145.387 g mol⁻¹.